This record from the OMol25 dataset describes a structure of composition C39H32BrCl6InN2O12Te. The level of theory is wB97M-V/def2-TZVPD.

CARTESIAN COORDINATES (ANGSTROEM)
In (0.012, -1.394, -1.597)
C (1.046, 4.556, 4.171)
C (-0.227, 3.941, 3.588)
C (-1.055, 3.369, 4.748)
C (-1.027, 5.056, 2.901)
C (0.076, 2.830, 2.586)
C (-0.968, 2.153, 1.967)
C (-0.711, 1.108, 1.110)
Br (-2.227, 0.298, 0.289)
C (0.589, 0.631, 0.808)
O (0.802, -0.489, 0.170)
C (1.649, 1.434, 1.310)
C (1.358, 2.456, 2.213)
C (3.129, 1.256, 0.926)
C (3.909, 0.719, 2.135)
C (3.713, 2.617, 0.495)
C (3.365, 0.310, -0.251)
H (0.780, 5.328, 4.898)
H (1.657, 5.022, 3.394)
H (1.655, 3.806, 4.680)
H (-1.262, 4.143, 5.494)
H (-0.516, 2.552, 5.233)
H (-2.008, 2.974, 4.395)
H (-1.261, 5.857, 3.610)
H (-1.966, 4.677, 2.496)
H (-0.456, 5.481, 2.073)
H (-2.001, 2.424, 2.153)
H (2.195, 2.992, 2.638)
H (3.840, 1.392, 2.993)
H (4.966, 0.595, 1.879)
H (3.513, -0.254, 2.435)
H (3.689, 3.363, 1.291)
H (3.160, 3.008, -0.361)
H (4.756, 2.485, 0.195)
H (3.085, -0.706, -0.001)
H (4.429, 0.329, -0.508)
H (2.794, 0.619, -1.129)
Cl (2.754, -3.372, -0.350)
C (2.934, -2.773, -1.956)
C (1.936, -1.998, -2.518)
C (2.155, -1.609, -3.837)
Cl (0.934, -0.704, -4.661)
C (3.305, -1.934, -4.549)
Cl (3.521, -1.412, -6.176)
C (4.289, -2.697, -3.935)
Cl (5.725, -3.116, -4.791)
C (4.101, -3.126, -2.628)
Cl (5.314, -4.090, -1.871)
O (-3.894, -1.049, -3.064)
C (-2.699, -0.823, -2.937)
O (-1.905, -1.627, -2.298)
C (-2.142, 0.441, -3.573)
C (-2.881, 0.971, -4.600)
C (-2.489, 2.153, -5.231)
C (-1.352, 2.829, -4.833)
C (-0.594, 2.302, -3.810)
C (-0.948, 1.097, -3.113)
O (-0.279, 0.692, -2.112)
N (0.612, 3.046, -3.459)
O (1.545, 2.463, -2.949)
O (0.624, 4.249, -3.710)
N (-3.286, 2.695, -6.309)
O (-4.292, 2.090, -6.650)
O (-2.926, 3.743, -6.833)
H (-3.786, 0.465, -4.899)
H (-1.053, 3.746, -5.312)
O (1.728, -5.176, -3.412)
Cl (0.334, -4.818, -3.381)
O (0.070, -3.787, -4.343)
O (-0.474, -5.970, -3.647)
O (0.015, -4.313, -2.047)
Te (-0.659, -3.430, 0.642)
C (-2.706, -3.905, 0.903)
C (-3.711, -3.224, 0.224)
C (-5.043, -3.552, 0.444)
C (-5.374, -4.563, 1.334)
C (-4.371, -5.263, 1.991)
C (-3.040, -4.942, 1.768)
C (-0.532, -2.288, 2.436)
C (0.729, -2.061, 2.981)
C (0.880, -1.243, 4.090)
C (-0.230, -0.659, 4.684)
C (-1.490, -0.912, 4.166)
C (-1.642, -1.721, 3.048)
H (-3.451, -2.464, -0.502)
H (-5.818, -3.022, -0.095)
H (-6.413, -4.818, 1.504)
H (-4.624, -6.067, 2.671)
H (-2.257, -5.494, 2.274)
H (1.609, -2.493, 2.521)
H (1.871, -1.053, 4.484)
H (-0.112, -0.005, 5.540)
H (-2.365, -0.456, 4.615)
H (-2.632, -1.892, 2.650)

Values from the calculation:
- frontier orbital gap (eV) = 7.004
- charge = -2



This record from the OMol25 dataset describes a structure of composition C39H32ClFeN2O2S at a distorted geometry. The level of theory is wB97M-V/def2-TZVPD.

CARTESIAN COORDINATES (ANGSTROEM)
Fe (-0.242, -0.180, -0.502)
Cl (-1.571, -5.970, 3.897)
C (-1.126, -4.770, 2.711)
C (-0.420, -5.152, 1.558)
C (-0.083, -4.216, 0.619)
C (-0.412, -2.846, 0.786)
O (-0.055, -1.997, -0.086)
C (-1.117, -2.479, 1.954)
C (-1.504, -1.138, 2.212)
N (-1.307, -0.123, 1.462)
C (-1.786, 1.150, 1.814)
C (-2.451, 1.483, 2.967)
C (-2.916, 2.793, 3.195)
C (-2.709, 3.778, 2.276)
C (-2.007, 3.479, 1.090)
C (-1.721, 4.447, 0.101)
C (-1.052, 4.074, -1.022)
C (-0.669, 2.728, -1.173)
N (-0.897, 1.820, -0.265)
C (-1.557, 2.162, 0.864)
C (-1.470, -3.465, 2.900)
H (-0.148, -6.190, 1.411)
H (0.455, -4.498, -0.277)
H (-2.039, -1.005, 3.153)
H (-2.627, 0.737, 3.729)
H (-3.451, 3.015, 4.109)
H (-3.074, 4.786, 2.437)
H (-2.046, 5.470, 0.251)
H (-0.813, 4.790, -1.798)
H (-0.161, 2.396, -2.066)
H (-2.019, -3.178, 3.791)
C (-1.986, -0.421, -1.338)
C (-3.107, -0.587, -1.785)
C (-4.409, -0.800, -2.358)
C (-4.553, -1.530, -3.544)
C (-5.808, -1.748, -4.095)
C (-6.942, -1.241, -3.473)
C (-6.812, -0.510, -2.299)
C (-5.559, -0.289, -1.746)
H (-3.667, -1.933, -4.023)
H (-5.903, -2.322, -5.009)
H (-7.923, -1.420, -3.897)
H (-7.696, -0.114, -1.814)
H (-5.454, 0.273, -0.826)
C (1.390, 0.367, 0.858)
C (2.528, 0.662, -0.010)
C (3.410, -0.344, -0.439)
C (4.486, -0.058, -1.264)
C (4.732, 1.247, -1.686)
C (3.871, 2.255, -1.277)
C (2.784, 1.969, -0.461)
H (1.012, 1.227, 1.407)
H (1.495, -0.529, 1.464)
H (3.224, -1.365, -0.120)
H (5.147, -0.859, -1.577)
H (5.578, 1.472, -2.323)
H (4.048, 3.276, -1.599)
H (2.113, 2.767, -0.154)
C (-3.392, 3.579, -5.339)
C (-2.134, 2.821, -5.001)
C (-2.207, 1.475, -4.641)
C (-1.076, 0.784, -4.241)
C (0.146, 1.444, -4.212)
C (0.248, 2.774, -4.596)
C (-0.894, 3.454, -4.997)
S (1.542, 0.632, -3.429)
C (1.861, -0.581, -4.708)
O (0.935, -0.174, -2.313)
H (-4.123, 2.926, -5.815)
H (-3.188, 4.423, -5.997)
H (-3.846, 3.963, -4.422)
H (-3.166, 0.968, -4.636)
H (-1.144, -0.242, -3.901)
H (1.210, 3.275, -4.559)
H (-0.828, 4.497, -5.286)
H (0.938, -1.098, -4.968)
H (2.601, -1.280, -4.319)
H (2.259, -0.043, -5.570)

Values from the calculation:
- frontier orbital gap (spin up / spin down) (eV) = 5.906 / 5.949
- multiplicity = 2



This record from the OMol25 dataset describes a structure of composition C39H32CrNO2P2SSi. The level of theory is wB97M-V/def2-TZVPD.

CARTESIAN COORDINATES (ANGSTROEM)
Cr (0.517, -0.524, 0.294)
C (-0.523, 2.272, 2.442)
Si (-0.337, 1.709, 0.663)
C (-2.036, 1.806, -0.170)
C (-2.985, 2.789, 0.128)
C (-4.188, 2.855, -0.556)
C (-4.467, 1.945, -1.569)
C (-3.546, 0.961, -1.881)
C (-2.352, 0.876, -1.166)
P (-1.093, -0.369, -1.584)
C (-0.766, 0.064, -3.329)
C (-1.058, -0.777, -4.397)
C (-0.861, -0.342, -5.702)
C (-0.380, 0.934, -5.948)
C (-0.089, 1.779, -4.885)
C (-0.279, 1.347, -3.584)
C (-1.864, -2.009, -1.649)
C (-1.050, -3.062, -2.071)
C (-1.533, -4.359, -2.081)
C (-2.828, -4.618, -1.646)
C (-3.627, -3.581, -1.193)
C (-3.149, -2.277, -1.193)
C (0.819, 2.969, -0.184)
C (0.556, 4.344, -0.198)
C (1.500, 5.253, -0.644)
C (2.753, 4.811, -1.060)
C (3.035, 3.457, -1.067)
C (2.060, 2.537, -0.672)
P (2.367, 0.741, -0.716)
C (3.970, 0.560, 0.130)
C (5.038, -0.135, -0.428)
C (6.221, -0.284, 0.286)
C (6.342, 0.259, 1.555)
C (5.276, 0.951, 2.118)
C (4.094, 1.096, 1.412)
C (2.729, 0.263, -2.435)
C (3.081, 1.151, -3.447)
C (3.339, 0.684, -4.727)
C (3.251, -0.672, -5.008)
C (2.908, -1.564, -4.002)
C (2.646, -1.100, -2.722)
H (-0.888, 3.301, 2.514)
H (0.436, 2.218, 2.962)
H (-1.226, 1.616, 2.960)
H (-2.783, 3.512, 0.911)
H (-4.912, 3.620, -0.304)
H (-5.401, 2.004, -2.113)
H (-3.753, 0.259, -2.681)
H (-1.451, -1.769, -4.218)
H (-1.095, -1.004, -6.527)
H (-0.232, 1.272, -6.966)
H (0.287, 2.778, -5.069)
H (-0.062, 2.019, -2.758)
H (-0.028, -2.867, -2.379)
H (-0.895, -5.168, -2.408)
H (-3.203, -5.634, -1.638)
H (-4.620, -3.783, -0.815)
H (-3.768, -1.484, -0.796)
H (-0.400, 4.709, 0.161)
H (1.276, 6.313, -0.642)
H (3.507, 5.523, -1.368)
H (4.020, 3.114, -1.360)
H (4.953, -0.558, -1.420)
H (7.049, -0.823, -0.157)
H (7.264, 0.141, 2.109)
H (5.364, 1.370, 3.112)
H (3.260, 1.622, 1.861)
H (3.125, 2.213, -3.253)
H (3.597, 1.385, -5.511)
H (3.443, -1.031, -6.010)
H (2.835, -2.624, -4.215)
H (2.386, -1.798, -1.933)
O (1.739, -0.922, 1.873)
C (2.106, -2.015, 1.351)
O (1.705, -2.348, 0.205)
H (2.782, -2.672, 1.910)
S (-3.536, -1.915, 2.327)
C (-2.113, -1.479, 1.719)
N (-1.081, -1.154, 1.258)

Values from the calculation:
- frontier orbital gap (spin up / spin down) (eV) = 7.988 / 7.587
- multiplicity = 4



What is the formula in the second record?
C39H32ClFeN2O2S